Entry 1:
A single C5H10ClN molecule in a non-equilibrium geometry. Source: the OMol25 dataset; level of theory: ωB97M-V/def2-TZVPD.

Geometry as XYZ:
```
17
Properties=species:S:1:pos:R:3
C 2.207 -0.245 1.162
C 0.925 -0.024 0.876
C -1.487 1.752 -0.011
C 0.499 -1.533 -1.047
C -1.394 0.330 -0.442
N 0.282 -0.353 -0.281
Cl -2.403 -0.737 0.526
H 2.620 0.102 2.089
H 2.871 -0.761 0.492
H 0.327 0.536 1.584
H -1.102 1.895 0.996
H -2.542 2.035 -0.010
H -0.943 2.391 -0.700
H 0.452 -1.305 -2.115
H 1.496 -1.906 -0.812
H -0.227 -2.324 -0.816
H -1.581 0.144 -1.493
```

Output
HOMO energy = -7.6 eV
SMILES = C=CN(C)[C@H](C)Cl
Spin multiplicity = 1
Kohn-Sham gap = 8.55 eV
Max |F| = 0.0968 Eh/bohr

Atom charges from the natural (NBO) analysis, given in e for atoms 1 to 6: atom 1 (C): -0.537, atom 2 (C): 0.006, atom 3 (C): -0.661, atom 4 (C): -0.415, atom 5 (C): -0.003, atom 6 (N): -0.435



Entry 2:
2 unconnected molecules or ions with the total composition C5H10ClN in a non-equilibrium geometry. Source: the OMol25 dataset; level of theory: ωB97M-V/def2-TZVPD.

Geometry as XYZ:
```
17
Properties=species:S:1:pos:R:3
C 0.423 0.249 -0.191
C 0.040 0.707 -1.621
C -1.675 -0.269 0.972
C -0.208 -2.159 0.421
C -0.592 -0.689 0.337
N 1.264 0.789 0.576
Cl 2.002 3.578 -0.226
H -0.695 1.497 -1.424
H -0.449 0.051 -2.370
H 1.013 1.241 -1.932
H -2.140 -0.865 1.704
H -1.722 0.803 1.036
H 1.696 2.192 -0.134
H -0.939 -2.804 -0.135
H -0.312 -2.421 1.511
H 0.786 -2.363 -0.055
H 1.509 0.464 1.530
```

Output
HOMO energy (alpha / beta) = -5.7 / -9.7 eV
Spin multiplicity = 3
Kohn-Sham gap (alpha / beta) = 6.48 / 6.37 eV
Expectation value of S² = 2.007
Max |F| = 0.1673 Eh/bohr

Atom charges from the natural (NBO) analysis, given in e for atoms 1 to 6: atom 1 (C): -0.015, atom 2 (C): -0.618, atom 3 (C): -0.407, atom 4 (C): -0.664, atom 5 (C): 0.045, atom 6 (N): -0.466



Entry 3:
A gas-phase ion, C5H10ClN2 (charge +1) in a non-equilibrium geometry. Source: the OMol25 dataset; level of theory: ωB97M-V/def2-TZVPD.

Geometry as XYZ:
```
18
Properties=species:S:1:pos:R:3
Cl 1.701 1.797 -1.065
C 0.569 0.691 -0.294
N -0.541 0.174 -1.017
N 0.684 0.136 0.856
C -0.744 0.274 -2.466
C 1.394 0.635 2.142
C -1.178 -0.852 -0.163
C -0.217 -0.889 1.052
H -0.966 1.209 -2.725
H 0.080 -0.023 -3.098
H -1.490 -0.391 -2.931
H 1.688 -0.155 2.740
H 0.680 1.151 2.751
H 2.220 1.287 1.875
H -2.242 -0.670 0.069
H -1.145 -1.843 -0.629
H 0.305 -1.806 0.866
H -0.797 -0.725 2.040
```

Output
HOMO energy = -13.8 eV
SMILES = CN1CC[N+](C)=C1Cl
Spin multiplicity = 1
Net charge = +1
Kohn-Sham gap = 10.13 eV
Max |F| = 0.0987 Eh/bohr

Atom charges from the natural (NBO) analysis, given in e for atoms 1 to 6: atom 1 (Cl): 0.137, atom 2 (C): 0.526, atom 3 (N): -0.371, atom 4 (N): -0.352, atom 5 (C): -0.427, atom 6 (C): -0.387



Entry 4:
2 unconnected molecules or ions with the total composition C5H10ClNO in a non-equilibrium geometry. Source: the OMol25 dataset; level of theory: ωB97M-V/def2-TZVPD.

Geometry as XYZ:
```
18
Properties=species:S:1:pos:R:3
C -2.191 -0.368 -0.553
C -0.227 0.140 0.558
C 0.529 -1.048 -0.002
C 1.841 -0.250 0.397
C 1.164 0.956 0.582
H -3.297 -0.245 -0.953
H -1.801 -1.097 -1.406
H -2.295 -0.781 0.423
H -1.391 1.595 -0.112
H -0.857 -0.174 1.495
H 0.229 -1.415 -0.988
H 0.496 -1.965 0.544
H 2.089 -0.648 1.466
H 1.236 1.606 1.531
H 0.991 1.189 -1.425
N -1.073 0.695 -0.583
O 1.286 2.071 -0.418
Cl 3.271 -0.262 -0.556
```

Output
HOMO energy = -9.8 eV
Spin multiplicity = 1
Kohn-Sham gap = 10.45 eV
Max |F| = 0.1685 Eh/bohr

Atom charges from the natural (NBO) analysis, given in e for atoms 1 to 6: atom 1 (C): -0.452, atom 2 (C): -0.083, atom 3 (C): -0.447, atom 4 (C): -0.276, atom 5 (C): 0.050, atom 6 (H): 0.220



Entry 5:
A gas-phase ion, C5H10ClO3 (charge +1) in a non-equilibrium geometry. Source: the OMol25 dataset; level of theory: ωB97M-V/def2-TZVPD.

Geometry as XYZ:
```
19
Properties=species:S:1:pos:R:3
C -1.597 -0.780 0.796
C -0.947 -1.768 -0.034
C -0.258 1.084 -0.229
C 0.490 1.562 1.074
C 1.687 -0.647 -1.077
O -1.552 0.492 -0.004
O -0.262 1.989 -1.182
O 0.349 -0.324 -0.835
Cl 2.358 -2.163 -0.197
H -2.660 -0.825 0.949
H -1.099 -0.576 1.795
H 0.012 -2.331 0.381
H -1.493 -1.966 -1.074
H 0.922 0.665 1.600
H -0.339 1.958 1.624
H 1.291 2.374 1.044
H 1.840 -0.686 -2.117
H 2.254 0.203 -0.736
H -0.999 1.738 -1.780
```

Output
HOMO energy = -15.0 eV
Spin multiplicity = 1
Net charge = +1
Kohn-Sham gap = 8.89 eV
Max |F| = 0.0813 Eh/bohr

Atom charges from the natural (NBO) analysis, given in e for atoms 1 to 6: atom 1 (C): -0.223, atom 2 (C): 0.098, atom 3 (C): 0.839, atom 4 (C): -0.706, atom 5 (C): -0.018, atom 6 (O): -0.515